Molecular formula: C5H15NO
Method: DFT, ωB97M-V/def2-TZVPD

Calculated values
Energy relative to the best compared isomer or geometry (same formula, charge and spin)   48.2 kcal/mol
Charge   0
Energy   -8964.266 eV
Kohn-Sham gap   10.6 eV

The geometry in XYZ format:
```
22
Properties=species:S:1:pos:R:3:mulliken_charge:R:1
C -1.511 -1.782 0.857 -1.045
C -0.014 -1.222 0.841 -0.497
C 0.155 0.335 0.932 -0.381
C -0.302 1.007 -0.353 0.311
C -0.397 2.573 -0.206 -1.350
N 0.494 0.546 -1.659 -0.494
H -2.313 -0.953 1.007 0.252
H -1.578 -2.510 1.718 0.304
H -1.970 -2.271 -0.099 0.265
H 0.353 -1.702 1.777 0.301
H 0.457 -1.636 -0.122 0.098
H -0.387 0.745 1.878 0.256
H 1.286 0.354 1.079 0.334
H -1.276 0.475 -0.643 0.208
H -1.275 3.005 0.161 0.371
H -0.150 2.982 -1.201 0.360
H 0.343 2.956 0.550 0.309
H -0.151 0.184 -2.293 0.200
H 1.090 1.166 -2.076 0.183
O 2.708 -1.597 -0.803 -0.661
H 2.400 -1.432 0.019 0.299
H 2.037 -1.224 -1.365 0.379
```